Entry 1:
# C34H60Cl2P2Tb

C34H60Cl2P2Tb as an isolated structure in a non-equilibrium geometry (ωB97M-V/def2-TZVPD, OMol25).

For the total energy, the calculation gives -102293.4726 eV. The LUMO energy (alpha / beta) comes out at 2.44 / 2.45 eV. For the gap between HOMO and LUMO (alpha / beta), the calculation gives 4.316 / 4.361 eV.

ORCA input file:
```
! wB97M-V def2-TZVPD RIJCOSX def2/J DEFGRID3
* xyz -1 7
P 1.934 1.016 0.185
C 2.746 0.536 1.763
C 4.231 0.888 1.759
C 4.895 0.304 3.010
C 4.193 0.728 4.305
C 2.674 0.509 4.273
C 2.027 1.080 3.005
C 1.453 2.778 0.085
C 2.666 3.684 0.252
C 2.256 5.126 -0.072
C 1.043 5.596 0.741
C -0.131 4.607 0.723
C 0.310 3.174 1.036
C 3.006 0.560 -1.247
C 3.354 -0.939 -1.229
C 4.272 -1.315 -2.397
C 3.711 -0.883 -3.756
C 3.272 0.586 -3.775
C 2.379 0.974 -2.588
H 2.625 -0.566 1.769
H 4.348 1.983 1.740
H 4.730 0.498 0.860
H 5.948 0.608 3.030
H 4.872 -0.791 2.932
H 4.623 0.178 5.148
H 4.394 1.793 4.486
H 2.460 -0.567 4.319
H 2.212 0.972 5.154
H 0.956 0.830 2.974
H 2.113 2.178 3.024
H 1.058 2.874 -0.944
H 2.013 5.179 -1.142
H 3.491 3.368 -0.404
H 3.031 3.622 1.290
H 3.112 5.788 0.102
H 0.706 6.566 0.360
H 1.355 5.756 1.782
H -0.900 4.918 1.442
H -0.598 4.614 -0.272
H -0.539 2.483 0.938
H 0.646 3.109 2.079
H 3.920 1.159 -1.069
H 3.826 -1.232 -0.279
H 2.430 -1.537 -1.283
H 5.246 -0.832 -2.240
H 4.445 -2.398 -2.387
H 2.856 -1.521 -4.016
H 4.471 -1.044 -4.528
H 2.744 0.807 -4.710
H 4.166 1.224 -3.751
H 2.194 2.057 -2.613
H 1.390 0.505 -2.695
Tb -0.686 -0.973 -0.167
Cl -1.094 0.918 -1.862
Cl 1.008 -2.652 0.719
C -1.356 -0.234 1.875
H -0.928 -0.822 2.712
C -2.341 0.663 2.346
C -2.989 1.624 1.477
C -4.036 2.403 1.946
C -4.464 2.302 3.284
C -3.809 1.418 4.162
C -2.765 0.624 3.715
H -2.641 1.711 0.442
H -4.535 3.101 1.268
H -4.130 1.356 5.202
H -2.250 -0.073 4.384
H -5.298 2.909 3.638
C -0.444 -3.743 -2.771
C -1.934 -3.372 -2.922
C -2.795 -4.601 -3.216
P -2.555 -2.374 -1.509
C -3.887 -1.223 -2.064
C -4.808 -1.846 -3.109
C -4.646 -0.574 -0.898
C -3.121 -3.437 -0.102
C -4.516 -4.016 -0.321
C -2.095 -4.521 0.269
H -0.255 -4.367 -1.887
H 0.207 -2.856 -2.710
H -0.139 -4.309 -3.658
H -2.020 -2.667 -3.772
H -2.711 -5.361 -2.432
H -3.851 -4.351 -3.369
H -2.430 -5.048 -4.149
H -3.292 -0.428 -2.550
H -5.402 -2.671 -2.695
H -5.508 -1.074 -3.457
H -4.254 -2.205 -3.985
H -3.984 -0.193 -0.107
H -5.196 0.295 -1.293
H -5.374 -1.256 -0.445
H -3.171 -2.724 0.752
H -4.550 -4.672 -1.200
H -4.773 -4.620 0.557
H -5.283 -3.242 -0.421
H -1.096 -4.112 0.481
H -2.438 -5.016 1.187
H -2.001 -5.285 -0.514
*
```

---

Entry 2:
# C34H61BClN8O5

A 8-piece molecular cluster, C34H61BClN8O5 overall in a non-equilibrium geometry (ωB97M-V/def2-TZVPD, OMol25).

For the total energy, the calculation gives -71601.9103 eV. The LUMO energy comes out at 1.57 eV. For the gap between HOMO and LUMO, the calculation gives 5.591 eV.

ORCA input file:
```
! wB97M-V def2-TZVPD RIJCOSX def2/J DEFGRID3
* xyz -1 1
C -5.755 -0.806 2.763
N -4.456 -1.361 3.180
C -3.991 -2.533 2.413
C -5.032 -3.635 2.144
O -4.714 -4.776 2.567
O -6.074 -3.343 1.527
C -3.159 -2.166 1.153
Cl -3.329 -0.407 0.708
O -1.791 -2.532 1.370
C -0.980 -1.509 1.912
B -3.569 -3.022 -0.171
O -3.104 -4.313 -0.212
O -4.269 -2.456 -1.203
C -3.307 -2.069 -2.203
H -5.797 0.255 3.008
H -5.861 -0.942 1.702
H -6.598 -1.303 3.227
H -4.563 -1.703 4.124
H -3.258 -2.995 3.057
H -0.599 -0.847 1.150
H -1.451 -0.981 2.717
H -0.106 -2.002 2.337
H -2.305 -4.357 -0.749
H -2.434 -1.681 -1.684
H -3.011 -2.918 -2.800
H -3.768 -1.297 -2.793
C -2.222 3.755 4.759
C -3.034 2.645 4.098
C -2.350 1.278 4.160
C -1.118 1.240 3.383
N -0.178 1.197 2.724
H -1.273 3.913 4.245
H -2.773 4.696 4.736
H -2.009 3.516 5.803
H -3.235 2.911 3.059
H -4.001 2.566 4.598
H -3.027 0.507 3.764
H -2.132 1.008 5.195
C 2.298 -2.158 4.409
C 1.135 -1.850 3.474
C 0.342 -0.612 3.889
C -0.347 -0.789 5.165
N -0.881 -0.925 6.173
H 1.948 -2.399 5.415
H 2.865 -3.015 4.041
H 2.979 -1.308 4.475
H 0.474 -2.718 3.422
H 1.525 -1.685 2.470
H -0.405 -0.379 3.124
H 1.008 0.252 3.953
C 2.506 3.738 3.413
C 3.442 3.733 2.210
C 3.083 2.661 1.177
C 3.261 1.308 1.697
N 3.389 0.244 2.110
H 2.568 2.804 3.973
H 2.767 4.550 4.092
H 1.470 3.882 3.101
H 4.471 3.592 2.553
H 3.397 4.706 1.728
H 3.715 2.778 0.295
H 2.052 2.791 0.845
C 0.567 -3.886 -6.877
C 0.597 -4.162 -5.378
C -0.801 -4.168 -4.756
C -1.420 -2.845 -4.814
N -1.877 -1.789 -4.809
H 0.166 -2.896 -7.084
H 1.574 -3.934 -7.295
H -0.049 -4.617 -7.400
H 1.221 -3.416 -4.880
H 1.063 -5.134 -5.200
H -0.732 -4.469 -3.709
H -1.434 -4.903 -5.258
C 5.674 7.919 3.022
C 5.757 8.086 1.508
C 4.427 8.515 0.881
C 3.398 7.488 1.016
N 2.588 6.681 1.125
H 4.982 7.121 3.297
H 6.652 7.665 3.429
H 5.340 8.842 3.500
H 6.096 7.152 1.058
H 6.508 8.843 1.274
H 4.574 8.722 -0.180
H 4.076 9.442 1.337
C -2.056 0.905 -7.533
C -1.271 0.910 -8.843
C -1.821 -0.082 -9.873
C -1.671 -1.466 -9.433
N -1.568 -2.554 -9.081
H -1.989 -0.059 -7.027
H -1.663 1.660 -6.854
H -3.110 1.126 -7.709
H -0.222 0.690 -8.639
H -1.308 1.911 -9.278
H -1.293 0.041 -10.820
H -2.874 0.125 -10.069
C 3.167 -2.611 0.082
C 3.270 -4.128 0.107
C 2.768 -4.773 -1.187
C 1.339 -4.532 -1.361
N 0.220 -4.326 -1.510
H 2.129 -2.285 -0.001
H 3.574 -2.186 0.998
H 3.726 -2.194 -0.759
H 2.704 -4.513 0.957
H 4.311 -4.419 0.260
H 2.950 -5.849 -1.158
H 3.312 -4.382 -2.048
*
```

---

Entry 3:
# C34H61Cl17FN2O2

A 9-piece molecular cluster, C34H61Cl17FN2O2 overall (ωB97M-V/def2-TZVPD, OMol25).

For the total energy, the calculation gives -258915.3709 eV. The LUMO energy comes out at -4.31 eV. For the gap between HOMO and LUMO, the calculation gives 7.389 eV.

ORCA input file:
```
! wB97M-V def2-TZVPD RIJCOSX def2/J DEFGRID3
* xyz 1 1
C 6.388 1.742 1.476
C 6.284 3.215 1.845
O 5.860 4.038 0.763
C 4.487 3.894 0.444
C 3.806 5.247 0.555
C 2.344 5.280 0.087
C 1.487 4.129 0.622
C 0.070 4.054 -0.021
C -0.255 2.716 -0.600
C -1.095 1.771 0.052
C -1.687 2.069 1.402
C -3.134 2.509 1.256
O -3.583 2.897 0.208
C -1.378 0.579 -0.590
C -2.285 -0.487 -0.053
C -1.715 -1.903 0.068
C -0.508 -2.072 1.005
C 0.853 -1.898 0.319
C -0.598 -1.228 2.283
C -0.785 0.419 -1.865
F -1.054 -0.651 -2.557
N 0.018 1.246 -2.450
N 0.253 2.361 -1.782
Cl 1.321 3.392 -2.599
H 6.685 1.615 0.437
H 5.416 1.251 1.594
H 7.083 1.224 2.136
H 5.615 3.369 2.695
H 7.263 3.591 2.141
H 4.398 3.496 -0.575
H 4.031 3.176 1.134
H 3.906 5.642 1.569
H 4.367 5.932 -0.087
H 1.909 6.202 0.484
H 2.297 5.368 -0.998
H 1.356 4.310 1.691
H 1.984 3.160 0.542
H -0.666 4.260 0.749
H -0.067 4.846 -0.762
H -1.148 2.846 1.941
H -1.664 1.181 2.032
H -3.773 2.448 2.151
H -2.622 -0.178 0.936
H -3.183 -0.492 -0.681
H -1.474 -2.340 -0.900
H -2.534 -2.502 0.474
H -0.541 -3.112 1.328
H 1.606 -1.696 1.083
H 1.122 -2.843 -0.147
H 0.865 -1.110 -0.437
H -1.626 -1.166 2.647
H -0.155 -0.236 2.154
H -0.018 -1.729 3.060
Cl 2.253 7.050 -3.955
C 2.169 5.828 -5.257
C 2.597 6.391 -6.588
Cl 1.436 7.590 -7.201
H 1.148 5.457 -5.299
H 2.837 5.013 -4.977
H 2.650 5.587 -7.321
H 3.571 6.869 -6.520
Cl -4.571 -0.954 2.896
C -5.636 -0.235 1.649
C -6.477 -1.275 0.957
Cl -5.488 -2.351 -0.068
H -5.013 0.297 0.934
H -6.279 0.481 2.157
H -7.200 -0.793 0.303
H -7.013 -1.893 1.673
Cl -8.938 -0.509 -1.796
C -7.877 -0.928 -3.171
C -8.525 -1.922 -4.100
Cl -8.704 -3.522 -3.339
H -6.946 -1.316 -2.763
H -7.670 -0.003 -3.705
H -7.900 -2.053 -4.982
H -9.511 -1.587 -4.413
Cl 0.392 -5.288 2.471
C 0.311 -6.578 1.233
C 0.800 -6.106 -0.110
Cl -0.323 -4.921 -0.843
H -0.713 -6.934 1.182
H 0.940 -7.392 1.589
H 0.864 -6.945 -0.800
H 1.781 -5.641 -0.037
Cl 3.606 7.660 4.492
C 5.336 8.100 4.441
C 6.114 7.181 3.537
Cl 6.225 5.526 4.194
H 5.716 8.076 5.458
H 5.395 9.119 4.065
H 7.132 7.546 3.422
H 5.653 7.115 2.554
Cl -1.835 -9.192 -0.399
C -3.326 -9.623 0.491
C -3.953 -8.432 1.160
Cl -2.958 -7.816 2.512
H -3.069 -10.396 1.210
H -4.019 -10.041 -0.236
H -4.916 -8.719 1.577
H -4.102 -7.613 0.460
Cl -5.647 -12.140 -1.429
C -7.093 -12.541 -0.467
C -7.676 -11.333 0.216
Cl -6.614 -10.712 1.513
H -6.812 -13.307 0.252
H -7.828 -12.955 -1.155
H -8.621 -11.599 0.686
H -7.848 -10.522 -0.487
Cl 11.576 4.908 -0.882
C 9.845 4.853 -1.303
C 9.024 4.143 -0.258
Cl 9.385 2.396 -0.193
H 9.755 4.368 -2.271
H 9.505 5.883 -1.390
H 7.964 4.242 -0.484
H 9.207 4.555 0.732
*
```

---

Entry 4:
# C34H61FNO9

A 8-piece molecular cluster, C34H61FNO9 overall (ωB97M-V/def2-TZVPD, OMol25).

For the total energy, the calculation gives -58876.3362 eV. The LUMO energy comes out at -3.12 eV. For the gap between HOMO and LUMO, the calculation gives 7.750 eV.

ORCA input file:
```
! wB97M-V def2-TZVPD RIJCOSX def2/J DEFGRID3
* xyz 1 1
C 5.585 -1.744 0.963
C 4.814 -0.479 0.961
C 3.923 -0.214 -0.079
C 3.159 0.925 -0.053
N 3.228 1.822 0.949
C 2.348 3.012 1.021
C 1.310 3.138 -0.091
C 0.250 2.036 -0.094
C -0.417 1.821 1.245
O -1.077 0.546 1.165
C -2.161 0.453 1.984
O -2.134 -0.219 2.960
C 4.126 1.614 1.951
C 4.285 2.620 3.062
C 5.170 3.802 2.593
F 6.315 3.849 3.346
C 4.916 0.479 1.963
H 6.505 -1.665 1.536
H 4.972 -2.488 1.486
H 5.743 -2.140 -0.036
H 3.819 -0.913 -0.895
H 2.476 1.102 -0.865
H 1.870 3.049 1.993
H 2.993 3.890 0.979
H 1.794 3.229 -1.063
H 0.806 4.088 0.086
H -0.517 2.315 -0.814
H 0.624 1.064 -0.411
H 0.332 1.693 2.034
H -1.091 2.623 1.554
H -3.075 0.979 1.685
H 3.332 2.965 3.445
H 4.854 2.132 3.846
H 5.458 3.693 1.546
H 4.633 4.744 2.701
H 5.618 0.312 2.766
C 7.505 -4.822 -0.955
C 6.612 -4.478 -2.117
O 5.682 -3.706 -2.005
C 6.925 -5.143 -3.431
H 7.173 -4.286 -0.067
H 7.454 -5.895 -0.761
H 8.535 -4.540 -1.177
H 6.859 -6.227 -3.321
H 7.933 -4.877 -3.752
H 6.212 -4.816 -4.184
C 1.995 -3.744 1.016
C 2.205 -2.521 1.874
O 3.255 -2.321 2.447
C 1.056 -1.549 1.972
H 2.895 -4.354 1.026
H 1.162 -4.332 1.403
H 1.775 -3.448 -0.011
H 0.175 -2.037 2.387
H 0.817 -1.163 0.981
H 1.334 -0.719 2.620
C -3.409 5.096 -2.769
C -2.951 3.666 -2.748
O -2.062 3.285 -2.012
C -3.647 2.719 -3.690
H -2.834 5.675 -2.047
H -3.268 5.519 -3.762
H -4.465 5.154 -2.513
H -3.514 3.054 -4.719
H -4.714 2.687 -3.463
H -3.228 1.720 -3.582
C -7.429 7.369 -3.810
C -6.689 6.592 -4.862
O -5.547 6.216 -4.697
C -7.435 6.299 -6.138
H -6.789 7.505 -2.940
H -7.712 8.350 -4.198
H -8.320 6.818 -3.515
H -7.728 7.232 -6.621
H -8.328 5.713 -5.915
H -6.795 5.734 -6.813
C -7.405 3.649 -1.303
C -8.665 3.910 -2.092
O -8.702 4.756 -2.956
C -9.870 3.070 -1.755
H -6.619 4.320 -1.645
H -7.586 3.825 -0.241
H -7.082 2.616 -1.445
H -10.151 3.221 -0.711
H -9.646 2.014 -1.915
H -10.703 3.358 -2.392
C 6.433 -8.134 1.961
C 6.048 -8.600 0.579
O 6.581 -8.151 -0.412
C 4.971 -9.651 0.486
H 7.215 -7.382 1.888
H 5.567 -7.701 2.464
H 6.803 -8.975 2.549
H 4.047 -9.279 0.930
H 5.283 -10.553 1.015
H 4.792 -9.897 -0.558
C -5.167 -3.305 5.900
C -4.737 -3.817 4.546
O -4.726 -4.998 4.290
C -4.319 -2.784 3.526
H -5.439 -4.144 6.535
H -4.350 -2.753 6.367
H -6.029 -2.644 5.793
H -3.467 -2.213 3.897
H -5.147 -2.103 3.323
H -4.036 -3.286 2.602
*
```